# 1
This record from the Open Molecules 2025 dataset describes a molecular structure, C29H23N3O5S2Tc in a non-equilibrium geometry. The level of theory is ωB97M-V with the def2-TZVPD basis set.

Each line ends with the Mulliken charge.
Positions of all 63 atoms, in Å:
O 0.89206 -1.81335 2.95875  -0.635
C 3.02009 -0.98663 -0.03595  -0.397
H -0.22472 -7.33832 -1.54502  0.335
H -0.12103 -7.99841 0.08843  0.370
O 3.17618 -2.46734 2.36016  -0.766
H 2.11894 -6.50631 -0.28529  0.391
H -1.10868 -1.93408 -1.13354  0.609
C -1.93844 0.16856 5.03889  -0.998
O 1.35495 -0.38375 -1.61055  -0.546
C 0.09501 -5.88031 0.00661  0.968
C -2.28245 -2.53020 -2.81694  -0.669
H -0.85583 4.71970 -1.77594  0.308
N -1.44932 0.13640 2.70819  0.124
C 0.43885 4.92269 -0.09779  -0.621
C 1.17097 4.25721 0.87629  -0.846
H -3.49650 -2.84407 -4.56149  0.384
H 1.78292 2.36410 1.66290  0.481
C -0.30992 2.80484 -0.95022  0.415
H 0.43061 6.00263 -0.13302  0.384
H 3.08888 -4.45878 0.73726  0.441
C -1.66059 -1.61142 -2.00783  -0.347
H -1.58165 -7.13937 -0.42940  0.342
C -1.09099 1.95557 -1.82008  1.138
C -0.18148 -3.70800 1.00544  -0.326
C -0.72551 -4.85759 0.46217  -0.854
C -0.29055 4.19932 -1.01730  -0.834
C -3.08494 -0.77784 -4.23904  -0.823
H 3.56757 -1.92838 0.06552  0.375
C 1.19038 2.87269 0.91431  0.011
C -0.49572 -7.16172 -0.50341  -1.523
C -2.44562 0.18222 -3.43634  1.261
H -2.21142 -3.58298 -2.58405  0.519
H 1.72891 4.82886 1.60568  0.399
C -3.31028 0.18222 4.75738  -0.050
C -2.79158 0.15238 2.37782  0.258
H -1.57981 0.19693 6.05686  0.379
H -3.04447 1.91564 -4.59591  0.399
N -1.06630 0.64561 -1.47159  0.698
C 0.44705 2.11219 0.02079  0.449
O -0.53010 0.13440 1.78403  -0.548
C -1.79539 2.42427 -2.93695  -0.833
C -1.04996 0.13570 3.99890  -0.062
H -1.79804 -4.97323 0.40839  0.364
H -1.78139 3.48253 -3.15199  0.365
H -4.75035 0.14577 3.17131  0.400
S -3.26500 0.17271 0.77138  -0.395
Tc 0.25460 0.03443 -0.01996  -0.104
H -0.80316 -2.92409 1.41027  0.560
H 0.01650 0.07405 4.13332  0.483
S 1.84501 -2.11273 1.91600  1.012
C 2.54670 -0.82891 -1.50102  0.466
N 1.88960 -0.92268 0.84229  -0.045
C 1.18869 -3.57826 1.09821  -0.055
C -2.48646 1.56111 -3.74009  -1.161
C -1.71787 -0.23795 -2.28708  -0.336
C 2.02212 -4.57479 0.62807  -0.403
C 1.47421 -5.71950 0.07762  -0.765
C -3.00386 -2.11239 -3.93786  -0.592
H -4.03887 0.21501 5.55401  0.372
H -3.64123 -0.44297 -5.10500  0.374
H 3.71836 -0.16380 0.16849  0.246
C -3.70847 0.15650 3.44619  -0.796
O 3.28286 -1.10932 -2.43158  -0.748

Properties
Max |F|: 2.15 eV/A
Total charge: -1
Expectation value of S²: 2.017
Highest occupied orbital energy (alpha / beta): -4.34 / -4.23 eV
Spin multiplicity: 3
Electronic energy: -69024.7239 eV
Kohn-Sham gap (alpha / beta): 6.4 / 6.0 eV

# 2
This record from the Open Molecules 2025 dataset describes 2 unconnected molecules or ions with the total composition C6H9BrO in a non-equilibrium geometry. The level of theory is ωB97M-V with the def2-TZVPD basis set.

Each line ends with the Mulliken charge.
Positions of all 17 atoms, in Å:
O 0.96449 -3.93989 0.03467  -0.490
H 1.10285 0.70341 2.35598  0.407
H -0.13933 1.88637 1.71125  0.360
C 0.20943 -1.65433 -0.50662  -0.708
H 1.88186 -4.01074 -0.14425  0.334
H 0.09456 1.37850 -1.89538  0.395
H -2.32323 0.59113 -1.67678  0.371
C -1.60133 0.61357 -0.84599  -0.801
H -2.32900 0.84911 -0.00302  0.241
C 0.71775 -2.70704 -0.17643  0.280
H -1.14520 -0.45252 -0.67664  0.227
C 0.32334 0.94348 1.59489  -1.037
H -0.39570 2.43851 -0.64581  0.382
C -0.27642 1.36054 -0.88915  -0.537
Br 2.56676 0.90599 -0.22250  -0.026
H -0.40575 0.18050 1.82512  0.303
C 0.75490 0.91341 0.16065  0.297

Properties
Energy above the lowest of the compared OMol25 structures with the same formula, charge and spin: 570.4 kJ/mol
Max |F|: 2.84 eV/A
Highest occupied orbital energy (alpha / beta): -7.90 / -7.90 eV
Electronic energy: -78450.7241 eV
Kohn-Sham gap (alpha / beta): 6.6 / 6.7 eV

# 3
This record from the Open Molecules 2025 dataset describes a molecular structure, C22H16AuBrClF3N2O5S in a non-equilibrium geometry. The level of theory is ωB97M-V with the def2-TZVPD basis set.

Each line ends with the Mulliken charge.
Positions of all 52 atoms, in Å:
O 2.62840 -0.07020 0.55419  -0.613
C 2.04954 -3.57190 -4.34973  -0.924
C 2.08999 4.77968 1.60474  0.397
H 3.02329 -4.25691 0.07913  0.415
H 1.05277 5.39377 -0.16332  0.423
C 1.94709 0.80947 0.07617  0.514
F -2.30964 -2.59447 3.81955  -0.217
O -0.03585 -0.00085 2.32799  -0.493
Cl 2.13635 6.39729 2.25354  -0.228
C 0.25735 -1.63039 -3.60530  0.758
H -5.35889 2.17290 2.25295  0.319
H 2.75908 -4.34025 -4.63014  0.384
C -1.82125 -1.37100 3.62328  0.467
C 1.53151 -2.73630 -0.24404  -0.145
C 2.44684 -3.72930 -0.66867  -1.105
Au -0.53093 -0.73096 -0.54570  0.795
C 2.00047 2.21340 0.58032  0.392
F -2.80960 -0.60719 3.12655  -0.195
S -0.38740 -1.38786 2.47919  1.226
C -3.28162 0.40065 0.36765  -0.479
N -2.01551 0.67834 0.13770  0.029
C 1.43675 3.27264 -0.12290  -0.219
O 0.55604 -2.28639 3.06608  -0.585
Br -0.97985 -0.27144 -3.12472  -0.145
C 2.61334 -3.99892 -1.99018  -0.823
H 1.48859 -3.12512 -6.35248  0.384
H -5.55726 0.46960 1.82963  0.356
O 1.07140 0.61286 -0.90157  -0.711
C 0.95087 -2.29278 -2.56892  -0.437
C -1.77230 1.91443 0.68640  -0.336
O -1.02774 -1.94795 1.22908  -0.767
F -1.45676 -0.86269 4.79772  -0.220
C 2.61977 2.46350 1.80153  -0.426
C 1.87779 -3.29268 -2.97123  0.816
C -2.92225 2.37537 1.23933  -0.493
H -3.14645 3.28192 1.77086  0.458
H 0.96488 3.07226 -1.07587  0.430
C 0.42446 -1.90225 -4.92725  -0.615
H -3.78534 -0.51222 0.09768  0.446
N -3.87307 1.40230 1.03044  0.203
H -0.78926 2.34966 0.67476  0.134
C 1.34824 -2.90072 -5.30406  -0.624
C 1.48098 4.56355 0.37985  -0.688
H -5.91004 1.73359 0.62414  0.324
H 3.12599 3.94220 3.28070  0.413
H -0.13698 -1.36231 -5.67592  0.415
H 3.31775 -4.75340 -2.31752  0.387
C -5.26313 1.44592 1.45117  -0.894
C 2.66170 3.74310 2.32543  -0.699
H 1.46031 -2.51144 0.80707  0.257
H 3.05132 1.62885 2.33699  0.454
C 0.79822 -2.06934 -1.17227  1.480

Properties
Energy above the lowest of the compared OMol25 structures with the same formula, charge and spin: 40.0 kJ/mol
Max |F|: 1.04 eV/A
Highest occupied orbital energy: -8.54 eV
Electronic energy: -141535.3135 eV
Kohn-Sham gap: 7.0 eV